Entry 1:
DFT (the ωB97M-V functional and the def2-TZVPD basis) results for C2H3NS in the gas phase.

## Properties
F_max = 2.78 eV Å⁻¹
net charge = 0
HOMO-LUMO gap (spin up / spin down) = 7.280 / 7.282 eV

Geometry (Å):
1 C 0.90 -0.43 -0.09
2 C -0.50 -0.42 0.20
3 N -0.48 1.05 0.07
4 S 2.40 -0.02 -0.11
5 H -1.21 -1.11 -0.45
6 H -0.62 -0.47 1.27
7 H -0.49 1.40 -0.89

Löwdin atomic charge list, values in e, 5 entries: C -0.59; C -0.41; N -0.05; S 0.78; H 0.14

Entry 2:
DFT (the ωB97M-V functional and the def2-TZVPD basis) results for C2H3NS in the gas phase.

## Properties
expectation value of S² = 2.035
F_max = 3.75 eV Å⁻¹
net charge = 0
HOMO-LUMO gap (spin up / spin down) = 7.547 / 7.169 eV
multiplicity = 3

Geometry (Å):
1 C 0.43 1.54 -0.54
2 C -0.06 0.21 -0.08
3 N -1.29 4.09 -1.00
4 S -0.62 2.85 -0.49
5 H -1.15 0.06 -0.15
6 H 0.39 -0.10 0.95
7 H 0.20 -0.66 -0.63

Löwdin atomic charge list, values in e, 5 entries: C -0.37; C -0.25; N -0.36; S 0.77; H 0.06

Entry 3:
DFT (the ωB97M-V functional and the def2-TZVPD basis) results for 2 unconnected molecules or ions with the total composition C2H3NS2.

## Properties
F_max = 5.88 eV Å⁻¹
net charge = 0
HOMO-LUMO gap = 7.658 eV

Geometry (Å):
1 C 2.60 0.29 -0.02
2 C 0.14 -0.31 0.28
3 N 3.71 0.46 -0.12
4 S 0.11 -1.91 -0.39
5 S -0.77 0.92 -0.61
6 H 0.23 -0.09 1.27
7 H 0.72 -1.58 -1.60
8 H -1.47 1.14 0.49

Löwdin atomic charge list, values in e, 5 entries: C -0.27; C -0.90; N -0.08; S 0.71; S 0.73

Entry 4:
DFT (the ωB97M-V functional and the def2-TZVPD basis) results for C2H3NS2 in the gas phase.

## Properties
F_max = 4.14 eV Å⁻¹
net charge = 0
SMILES = C=NC(=S)S
HOMO-LUMO gap = 8.686 eV

Geometry (Å):
1 C 0.47 1.49 0.76
2 N -0.22 0.48 1.01
3 C -0.16 -0.66 -0.39
4 S 0.83 -0.49 -1.60
5 S -1.08 -2.00 0.24
6 H 0.57 2.38 1.35
7 H 0.70 1.62 -0.38
8 H -1.10 -2.82 -0.98

Löwdin atomic charge list, values in e, 5 entries: C -0.17; N -0.05; C -1.23; S 0.69; S 0.71